No. 1
{"formula": "C18H52N2O7", "method": "the ωB97M-V functional and the def2-TZVPD basis", "species": ["C", "C", "O", "H", "H", "H", "H", "H", "H", "C", "C", "O", "H", "H", "H", "H", "H", "H", "C", "C", "O", "H", "H", "H", "H", "H", "H", "C", "C", "O", "H", "H", "H", "H", "H", "H", "C", "C", "O", "H", "H", "H", "H", "H", "H", "C", "C", "C", "O", "C", "N", "H", "H", "H", "H", "H", "H", "H", "H", "H", "H", "H", "C", "C", "C", "O", "C", "N", "H", "H", "H", "H", "H", "H", "H", "H", "H", "H", "H"], "positions_angstrom": [[-2.720, -0.088, 1.255], [-3.012, 1.396, 1.072], [-3.625, 1.494, -0.150], [-2.005, -0.516, 0.551], [-3.638, -0.672, 1.325], [-2.271, -0.195, 2.242], [-2.036, 1.880, 1.053], [-3.568, 1.741, 1.943], [-4.579, 1.523, -0.051], [-1.389, -2.107, -2.272], [-2.159, -3.254, -2.916], [-1.285, -4.078, -3.600], [-1.950, -1.244, -1.914], [-0.661, -1.731, -2.990], [-0.897, -2.430, -1.355], [-2.733, -2.816, -3.732], [-2.656, -3.915, -2.206], [-0.893, -3.551, -4.300], [0.480, 0.132, -3.340], [1.865, -0.319, -3.522], [2.070, -1.166, -4.716], [-0.198, -0.720, -3.289], [0.231, 0.860, -4.112], [0.343, 0.554, -2.344], [2.220, -0.917, -2.682], [2.516, 0.555, -3.542], [1.850, -0.602, -5.460], [2.823, -1.643, 2.724], [1.272, -1.997, 2.679], [1.059, -2.815, 1.576], [3.454, -2.506, 2.935], [3.069, -0.986, 3.559], [3.168, -1.226, 1.778], [0.650, -1.102, 2.699], [1.095, -2.520, 3.619], [0.986, -3.688, 1.967], [-2.014, -4.083, 2.753], [-1.473, -2.793, 2.043], [-0.700, -1.968, 2.940], [-1.213, -4.662, 3.211], [-2.508, -4.859, 2.169], [-2.552, -3.854, 3.673], [-2.356, -2.162, 1.942], [-1.130, -2.900, 1.014], [-0.590, -1.070, 2.620], [0.795, -1.848, -0.770], [0.967, -0.456, -0.106], [-0.108, -0.136, 0.924], [-0.079, 0.904, 1.875], [0.048, 2.202, 1.272], [2.281, -0.474, 0.570], [1.356, -1.852, -1.704], [-0.232, -1.970, -1.116], [0.881, -2.722, -0.125], [0.935, 0.249, -0.936], [-0.239, -1.041, 1.517], [-1.098, -0.191, 0.472], [0.083, 2.993, 2.020], [-0.772, 2.462, 0.603], [0.895, 2.263, 0.588], [2.376, -1.409, 0.940], [2.074, 0.165, 1.324], [2.658, 3.248, 0.282], [1.943, 4.500, -0.156], [0.419, 4.338, -0.227], [-0.080, 3.132, -0.710], [-1.411, 3.175, -1.134], [2.443, 5.654, 0.598], [2.201, 2.659, 1.078], [3.695, 3.382, 0.590], [2.529, 2.450, -0.450], [2.247, 4.742, -1.174], [0.232, 5.203, -0.864], [0.070, 4.490, 0.795], [-1.566, 3.895, -1.937], [-2.150, 3.284, -0.341], [-1.647, 2.180, -1.513], [3.216, 5.325, 1.159], [2.702, 6.224, -0.195]], "forces_ev_per_angstrom": [[-2.1167, -0.0473, 1.9860], [1.2589, -2.2287, 1.0245], [-1.3728, 1.2614, -1.7588], [-4.0973, -0.6404, 0.1988], [-0.2995, 0.0931, -0.3349], [0.1204, -0.0798, 0.0455], [-1.0057, 0.1072, 0.0786], [-0.2630, 0.3138, -0.1665], [-0.0055, -0.0600, -0.0232], [-2.6803, -1.5006, -0.4540], [-0.1929, 1.4818, -0.5155], [1.5278, -1.4235, -0.4872], [-0.5815, 0.0943, -0.3167], [-0.6921, -1.7198, 0.8304], [-4.3767, -2.9986, -2.4868], [-1.4206, -0.0268, 0.5780], [-0.5489, 0.4704, -0.1270], [0.2528, -0.1706, -0.1151], [-0.9443, 0.2178, 0.0318], [1.7686, -0.8264, -0.5911], [-0.3659, 0.9565, 1.2109], [0.8261, 1.8112, -1.1756], [-0.4021, -0.0193, 0.0480], [0.0645, 0.5829, -0.5060], [0.0784, 0.1300, -0.3933], [0.3050, 0.0165, -0.3073], [0.0084, -0.0382, -0.2479], [0.2809, -0.8325, 1.1977], [6.2632, 1.2059, 2.5030], [0.4110, -1.1959, 1.1394], [-0.2482, -0.5325, -0.0291], [-0.2892, 0.4208, -0.0248], [1.6953, -0.3669, 2.6583], [4.1317, 0.0182, 0.1435], [0.1995, 0.1369, -0.0849], [-0.0228, -0.3526, -0.3495], [1.8009, 0.1053, 0.6819], [-3.5571, 0.9006, 1.2060], [-5.7607, -3.5244, 1.5347], [0.7163, -0.0015, -0.2211], [-0.3566, 0.6922, -0.4400], [-0.5927, 0.4241, -0.4334], [-0.4317, -0.6522, -0.4630], [0.7166, -0.3793, 0.4165], [-2.2279, -0.1410, 0.8706], [-0.1412, 1.2767, 0.2718], [1.2124, -0.7238, 0.0704], [-0.4243, -1.4279, -1.3299], [0.9634, 0.6853, -0.1533], [-0.3258, -1.2544, 1.1181], [-1.6034, 1.6285, -2.7174], [0.0241, -0.5869, 0.5496], [5.2024, 3.2349, 2.3141], [0.8525, 0.6778, -0.8554], [0.3277, 0.2768, 0.6115], [0.8144, 0.8816, -2.3545], [3.9009, 1.8325, -1.1614], [0.3058, -0.5441, 0.5070], [0.2705, -1.1671, 1.9013], [-0.8756, -1.0626, 1.2559], [-0.9834, 0.6632, -1.5510], [0.9720, -0.1190, 0.6918], [0.2285, -1.4953, 0.2363], [0.9577, -1.5950, -0.4523], [0.6740, 1.8727, 0.7667], [1.0407, 2.1423, -4.4212], [-0.5236, -0.4181, -1.0438], [-1.5475, -0.1156, -0.3719], [0.6076, 1.2264, 0.7216], [0.1533, 0.0946, -0.6076], [0.7589, 0.1677, -0.7098], [0.0301, -0.7232, -0.4243], [-1.2982, 0.0038, 0.0006], [-0.4816, 0.5278, -0.0538], [-0.0792, 0.1885, 0.0682], [0.2059, 0.7259, 0.1756], [0.1482, -0.0120, -0.2461], [0.2165, 0.5868, -0.1920], [0.8428, 0.8692, 1.0542]], "homo_ha": -0.3167, "total_charge": 0, "smiles": "COC[C@H](C)N.COC[C@H](C)N.CCO.CCO.CCO.CCO.CCO"}

---

No. 2
{"formula": "C18H52N2O8", "method": "the ωB97M-V functional and the def2-TZVPD basis", "species": ["C", "O", "H", "H", "H", "H", "C", "O", "H", "H", "H", "H", "C", "O", "N", "N", "H", "H", "H", "H", "C", "C", "C", "O", "H", "H", "H", "H", "H", "H", "H", "H", "C", "C", "C", "O", "H", "H", "H", "H", "H", "H", "H", "H", "C", "C", "C", "O", "H", "H", "H", "H", "H", "H", "H", "H", "C", "C", "C", "O", "H", "H", "H", "H", "H", "H", "H", "H", "C", "C", "C", "O", "H", "H", "H", "H", "H", "H", "H", "H"], "positions_angstrom": [[-17.337, 16.105, -12.715], [-17.995, 17.343, -13.217], [-16.490, 15.968, -13.389], [-17.819, 15.150, -12.758], [-17.037, 16.340, -11.687], [-17.297, 17.955, -13.440], [-15.092, 21.173, -10.548], [-14.511, 21.935, -11.514], [-14.400, 20.513, -10.018], [-15.931, 20.665, -11.033], [-15.602, 21.890, -9.885], [-13.549, 21.847, -11.554], [-11.244, 21.535, -11.812], [-10.471, 21.254, -10.690], [-11.840, 22.651, -12.027], [-11.478, 20.614, -12.729], [-11.656, 23.428, -11.412], [-12.169, 22.959, -12.903], [-11.070, 19.731, -12.454], [-12.175, 20.630, -13.435], [-14.721, 16.978, -10.047], [-14.268, 16.973, -11.476], [-13.122, 17.926, -11.666], [-14.017, 15.828, -11.904], [-13.917, 16.659, -9.384], [-15.595, 16.371, -9.829], [-14.981, 17.944, -9.690], [-15.138, 17.361, -12.024], [-13.452, 18.908, -11.527], [-12.694, 18.002, -12.626], [-12.284, 17.711, -10.981], [-13.517, 15.848, -12.708], [-14.139, 20.014, -14.538], [-15.498, 19.290, -14.469], [-15.435, 17.919, -15.121], [-16.089, 19.157, -13.342], [-13.987, 20.359, -15.521], [-13.373, 19.293, -14.332], [-14.092, 20.817, -13.830], [-16.168, 19.803, -15.180], [-14.856, 17.967, -16.029], [-16.388, 17.533, -15.354], [-14.895, 17.173, -14.640], [-16.412, 20.007, -13.157], [-12.648, 17.322, -17.895], [-11.825, 18.247, -16.989], [-11.503, 17.714, -15.575], [-10.791, 18.665, -17.522], [-13.608, 17.038, -17.520], [-12.056, 16.451, -18.142], [-12.882, 17.944, -18.778], [-12.335, 19.201, -16.749], [-10.875, 16.838, -15.600], [-12.403, 17.485, -15.061], [-10.965, 18.440, -15.035], [-10.167, 17.976, -17.693], [-12.976, 14.609, -15.547], [-11.898, 13.655, -15.119], [-12.107, 12.285, -15.772], [-10.726, 13.974, -15.200], [-12.932, 15.584, -15.074], [-13.982, 14.188, -15.230], [-13.012, 14.757, -16.611], [-12.062, 13.548, -14.055], [-11.392, 11.487, -15.481], [-12.005, 12.413, -16.804], [-13.081, 11.857, -15.606], [-10.605, 14.692, -14.536], [-15.016, 14.731, -19.780], [-15.572, 13.910, -18.679], [-16.104, 14.784, -17.503], [-16.404, 13.047, -19.017], [-15.731, 15.432, -20.078], [-14.824, 14.239, -20.678], [-14.062, 15.223, -19.534], [-14.788, 13.326, -18.240], [-15.392, 15.355, -16.956], [-16.635, 14.205, -16.734], [-16.851, 15.465, -17.892], [-16.408, 12.423, -18.293]], "forces_ev_per_angstrom": [[0.9548, 2.6311, -0.6328], [-1.2031, -2.6446, 0.4799], [0.4845, -0.1324, 0.4913], [-1.4532, 0.0452, -0.1367], [0.1768, -0.5191, -0.2443], [0.3603, 0.0955, 0.2658], [-1.7994, 0.0906, 1.0691], [1.5869, 1.0919, -2.1408], [-0.3088, -0.0281, 0.0024], [0.1900, -0.7807, 0.3680], [0.3190, -0.5285, 0.5702], [-0.4149, 0.1323, 0.3336], [5.0381, -3.6322, 5.9298], [-3.9833, 1.6044, -5.6817], [-1.0131, 4.5447, 1.0964], [1.4002, -2.2175, 0.1624], [0.1281, -0.2464, 0.2742], [-0.3222, -0.1558, -1.1579], [-0.1905, -0.0307, -0.4021], [-0.3903, 0.2237, -0.2908], [0.4110, -0.7083, 1.1236], [-2.5870, 7.6335, 1.6141], [0.8341, -0.2211, 1.3943], [1.7901, -8.9576, -1.9858], [0.1323, -0.3087, 0.0361], [-0.0260, -0.3932, -0.3347], [-0.2040, 1.1730, -0.0504], [0.0163, 0.6949, -0.1024], [-0.5232, 1.7084, 0.7556], [0.3217, -0.6917, -1.6873], [-0.3315, 0.0749, -0.0332], [0.3084, -0.1354, -0.6545], [-0.9194, -1.0166, 0.9216], [2.2949, -0.3916, -7.1414], [0.9836, 1.0668, -1.3180], [-1.4775, -0.8220, 5.3449], [0.1701, 0.5872, -1.2076], [0.6088, -0.3566, 0.2942], [-0.1262, 0.5914, 0.3834], [0.1093, 0.4965, 0.0180], [-0.0844, 0.4084, -0.7772], [-1.2355, -0.3475, -0.2238], [0.9329, -1.2870, 1.8706], [-1.0510, 1.6988, 1.4073], [0.0569, 1.4214, -0.2803], [-7.2083, -1.7940, 5.2644], [-0.5711, -0.7496, -1.0484], [8.0952, 3.5274, -4.8370], [-0.4708, -0.4096, 0.5777], [0.0599, -0.2584, -0.2545], [0.3443, -0.5751, -0.0185], [-1.0259, -0.5525, -0.2427], [0.2196, -0.6165, -0.2102], [-0.7560, -0.2863, 0.6330], [0.6323, 1.1786, 0.6181], [0.8443, -0.6966, -0.3220], [-2.0677, -0.2615, 0.1720], [-10.2053, -4.7154, 2.1715], [0.2197, -0.7145, 1.0773], [11.4161, 5.0835, -0.8533], [0.3161, 0.1286, 0.1393], [1.1126, 0.3411, -0.4396], [0.0293, 0.1226, -0.6556], [-1.2238, -0.7467, 1.0288], [-0.1294, 0.8392, 0.1406], [0.2115, 0.1465, -1.8930], [-0.5564, 0.1180, 0.2086], [0.7594, -0.6131, -1.0080], [1.0426, 0.8067, 0.4944], [5.9207, 5.1495, 4.3612], [-0.8798, -0.1453, -0.3759], [-6.7915, -6.0028, -3.1343], [-1.1382, 1.6815, -0.2761], [0.3775, -1.6427, -1.3189], [-0.5163, 0.0435, 0.2968], [1.8766, 0.2214, 0.5416], [0.9456, 0.5292, 0.1354], [0.1812, -0.3390, -0.3053], [-0.2525, 0.3380, -0.1612], [-0.7762, -0.5975, -0.2289]], "homo_ha": -0.3572, "total_charge": 0, "smiles": "NC(N)=O.CC(C)O.CC(C)O.CC(C)O.CC(C)O.CC(C)O.CO.CO"}

---

In the order shown, the computed energy above the lowest of the compared OMol25 structures with the same formula, charge and spin values come out to 1631.7, 746.1 kJ/mol.